No. 1
71
Properties=species:S:1:pos:R:3:forces:R:3:lowdin_spin:R:1 method="wB97M-V/def2-TZVPD" gap_ev="5.729 / 5.868" s_squared=0.76 lumo_ev="2.23 / 2.23" spin_multiplicity=2 charge=-1 total_energy_ha=-2542.23883 largest_force_ev_per_a=7.76
Yb -0.038340 -0.724167 1.064091 1.23 0.79 -1.23 -0.0002
N 0.440270 -2.180496 2.951471 0.20 0.62 1.88 0.0174
N 0.278901 -2.309791 -1.385294 1.55 -1.34 7.49 -0.0002
C 1.008374 1.942760 0.593032 -0.35 -0.33 0.48 0.0006
C 2.090496 1.080550 0.900564 -0.65 -0.14 0.61 0.0006
C 1.977017 0.711839 2.268898 -0.57 0.55 -0.35 0.0003
C 2.817448 -0.268199 2.989398 0.43 -0.56 0.35 0.0107
H 3.754278 -0.460130 2.448703 -0.06 0.12 0.34 0.0000
H 2.290744 -1.235748 3.068806 0.56 0.48 0.16 0.0114
H 3.025103 0.060253 4.018710 0.23 -0.05 -0.22 0.0002
C 0.833628 1.364646 2.808785 0.20 -0.57 -0.98 0.0007
C 0.364554 1.285708 4.212404 -0.04 0.09 0.56 0.0002
H 0.806528 2.095561 4.816422 -0.16 -0.14 0.06 0.0001
H 0.654299 0.336440 4.683099 -0.08 0.23 -0.08 0.0000
H -0.728983 1.388158 4.278582 0.16 -0.05 0.07 0.0000
C 0.229301 2.115109 1.769028 0.47 -0.62 -0.40 0.0005
C -1.042515 2.873372 1.885040 -0.35 0.31 0.09 0.0001
H -1.898168 2.193658 2.027030 0.02 0.30 -0.03 0.0000
H -1.221908 3.472265 0.983196 -0.08 -0.09 0.23 0.0000
H -1.022434 3.556858 2.745090 -0.09 -0.01 -0.13 0.0000
C 3.166144 0.677944 -0.041454 0.36 -0.02 -0.39 0.0001
H 3.934687 1.465641 -0.143607 -0.12 -0.24 0.00 0.0000
H 2.756390 0.495254 -1.046339 0.15 -0.04 0.16 0.0000
H 3.662519 -0.239840 0.297499 -0.02 0.17 -0.17 0.0000
C 0.741180 2.529726 -0.746509 0.05 0.19 -0.47 0.0001
H -0.284185 2.915791 -0.817657 0.22 -0.06 -0.10 0.0000
H 0.865281 1.765938 -1.527778 -0.11 0.22 0.04 0.0000
H 1.428151 3.357120 -0.990571 -0.15 -0.11 0.03 0.0000
C -0.239048 -2.361552 4.107192 -0.66 -0.42 -1.26 0.0309
H -0.121282 -1.627800 4.956621 -0.35 -0.76 -1.15 0.0015
C -1.148791 -3.436155 4.096640 -0.33 0.68 2.06 0.0054
H -1.612808 -3.674328 5.044428 -0.35 -0.17 -0.01 -0.0001
C -1.494755 -4.070467 2.894497 1.28 0.39 -0.14 0.0245
H -2.393402 -4.736452 2.841952 0.99 0.79 -0.29 0.0020
C -0.561284 -3.878386 1.860563 -0.08 -1.34 -0.79 0.0315
H -0.776780 -4.287977 0.868710 0.45 -0.04 0.29 0.0030
C 0.765435 -3.345152 2.265841 -0.47 -0.06 2.02 0.1163
C 2.177933 -3.583605 2.575244 -2.26 0.42 -4.14 0.7006
H 2.337744 -3.053374 1.472288 0.92 -0.87 1.51 0.0401
C -0.084669 -1.098982 -1.632725 -0.19 -1.11 -1.46 -0.0001
C 0.639431 -3.096834 -2.363815 -0.36 -0.25 -2.32 0.0002
H 0.956868 -4.112673 -2.196449 0.12 -0.04 -0.24 0.0003
C 0.387555 -2.375530 -3.502208 -0.48 -1.60 -0.23 0.0000
H 0.433621 -2.766994 -4.516721 -0.21 0.68 0.18 0.0000
N -0.185228 -1.215161 -3.044649 0.56 1.01 0.09 -0.0001
C -0.353507 -0.001883 -3.667488 0.84 -0.17 1.43 0.0000
C 0.700842 0.435213 -4.450580 -1.24 0.96 -1.26 0.0000
C 0.439397 1.631105 -5.118623 -0.33 0.48 0.56 0.0000
H 1.120208 1.968566 -5.904831 -0.14 0.16 0.31 0.0000
C -0.685994 2.400791 -4.758898 -0.18 -0.27 -0.07 0.0000
C -0.996742 3.637735 -5.555972 -0.08 0.15 -0.18 0.0000
H -1.570504 4.352764 -4.943579 0.23 -0.14 -0.35 0.0000
H -1.602846 3.360429 -6.440107 0.21 0.30 0.30 0.0000
H -0.065533 4.113587 -5.911128 -0.46 -0.07 0.12 0.0000
C -1.564314 2.004171 -3.715748 1.13 0.33 -0.74 0.0000
H -2.417788 2.639847 -3.462850 0.36 -0.11 0.09 0.0000
C -1.321458 0.805849 -3.055285 -0.65 0.53 -1.53 0.0000
C -2.154484 0.382337 -1.890909 -1.46 0.25 0.51 0.0000
H -2.278397 -0.697910 -1.782375 0.12 0.33 -0.11 0.0000
H -3.164583 0.797491 -1.977281 -0.13 0.21 -0.33 0.0000
H -1.806013 0.776579 -0.920833 0.24 -0.16 -0.50 0.0000
C 1.965903 -0.335489 -4.604898 0.59 0.01 -0.52 0.0000
H 1.817242 -1.308654 -5.084586 0.20 0.29 0.24 0.0000
H 2.490727 -0.473016 -3.647467 -0.40 -0.16 -0.14 0.0000
H 2.650175 0.230385 -5.237744 0.02 0.12 -0.09 0.0000
C -3.859438 -0.783531 4.074071 -0.39 0.04 0.41 0.0001
C -2.911394 -0.515554 3.013341 1.85 -0.12 -1.72 0.0005
N -2.110468 -0.399506 2.176687 -2.20 -0.04 1.77 0.0003
H -4.548422 0.067097 4.187493 0.23 -0.29 -0.01 0.0000
H -3.307453 -0.942714 5.016239 -0.23 0.03 -0.44 -0.0001
H -4.434465 -1.690476 3.825302 0.28 0.35 0.13 0.0001



No. 2
17
Properties=species:S:1:pos:R:3:forces:R:3:nbo_charge:R:1 method="wB97M-V/def2-TZVPD" gap_ev=9.428 smiles=CSC.CC lumo_ev=0.87 charge=0 total_energy_ha=-557.74025 largest_force_ev_per_a=2.82
C -1.451370 2.246341 1.188821 2.06 -1.92 -0.24 -0.6222
C -2.568836 1.993556 0.129011 1.44 -0.19 -0.34 -0.6180
H -0.990030 1.219429 1.500056 -1.15 1.51 -0.29 0.2029
H -0.442177 2.715454 0.815160 -2.37 -0.13 0.43 0.2121
H -1.830614 2.713885 2.103779 0.29 0.09 -0.30 0.2091
H -3.161163 2.859874 -0.118061 -0.38 0.31 0.37 0.2060
H -3.188059 1.115437 0.327796 -0.10 0.36 0.46 0.2083
H -2.097807 1.745190 -0.821926 0.22 -0.07 -0.10 0.2014
C 0.474118 -2.462181 -0.112970 1.11 0.35 1.05 -0.7086
C 2.990817 -1.182681 -0.974600 0.54 -0.53 -1.32 -0.7707
S 2.276866 -2.098423 0.392983 -1.20 0.06 -0.21 0.1519
H 0.445395 -3.387852 -0.667163 0.03 -0.11 -0.36 0.2109
H 0.057621 -2.677820 0.897030 -0.13 0.41 -0.86 0.2267
H -0.050456 -1.646946 -0.655862 0.50 -0.43 0.62 0.2206
H 4.099747 -1.301697 -0.969295 -0.74 0.58 0.64 0.2392
H 2.643700 -0.150577 -1.120799 0.32 -0.23 0.49 0.2158
H 2.792256 -1.700993 -1.913954 -0.44 -0.09 -0.06 0.2146



No. 3
11
Properties=species:S:1:pos:R:3:forces:R:3:nbo_charge:R:1 method="wB97M-V/def2-TZVPD" gap_ev="6.144 / 6.145" lumo_ev="-1.53 / -1.53" charge=0 total_energy_ha=-645.32526 largest_force_ev_per_a=5.07
C 1.400982 -1.338699 0.017819 -1.22 4.91 -0.27 0.3753
C -0.015654 1.002311 0.046580 2.48 -1.68 -1.03 -0.2572
C -0.815611 -0.204045 -0.048424 0.93 0.40 0.52 -0.1654
N 2.027647 -0.215728 -0.030837 -1.70 -0.14 -0.03 -0.5153
O 0.083335 -1.428456 -0.039200 -1.26 -0.76 -0.25 -0.4797
S 3.567927 0.309704 0.001629 -0.43 0.04 -0.04 0.0144
H 1.925870 -2.143342 0.332864 1.22 -2.94 0.45 0.2009
H 0.333043 1.545142 -0.780962 -0.10 0.85 -1.04 0.2077
H 0.371616 1.274473 0.975466 0.10 0.73 1.42 0.2013
H -1.343650 -0.205763 0.878210 -0.57 -0.89 0.71 0.2038
H -1.555144 -0.218370 -0.843475 0.54 -0.53 -0.45 0.2142



No. 4
16
Properties=species:S:1:pos:R:3:forces:R:3:nbo_charge:R:1 method="wB97M-V/def2-TZVPD" gap_ev=9.582 smiles="[H]/N=C1/NN[C@@H]2C[C@]12N" lumo_ev=0.79 charge=0 total_energy_ha=-376.02686 largest_force_ev_per_a=6.41
C -0.172624 0.162176 -0.411093 -5.16 3.08 -1.11 -0.0144
C -1.328393 -0.102740 0.707590 -2.01 -1.88 -1.47 -0.4605
C -0.168219 0.909055 0.942272 -2.75 2.43 -0.97 -0.0626
C 0.783353 -0.833383 -0.267959 2.16 -5.86 0.29 0.3453
H 0.427143 0.799463 -2.513386 -4.35 -0.68 2.71 0.3947
H -1.405055 0.909498 -1.983598 -1.25 1.31 -0.44 0.3862
H -2.346275 0.410004 0.456116 2.24 -0.30 0.33 0.2196
H -1.779606 -1.234261 0.991328 2.44 2.89 -0.33 0.2555
H -0.813390 1.999494 1.111090 2.99 -2.90 -0.53 0.2460
H 1.009540 0.620532 2.480270 0.10 -0.36 2.16 0.3568
H 2.323685 -0.845139 0.754924 -0.68 -0.09 1.41 0.3861
H 0.538893 -1.246813 -1.894183 0.54 -2.67 0.33 0.3550
N -0.546157 0.474202 -1.860096 6.32 -0.84 0.67 -0.8611
N 1.128902 0.620886 1.514176 -1.03 -0.45 -1.73 -0.4494
N 1.329608 -0.793588 1.089618 1.49 0.69 -2.09 -0.4605
N 1.018594 -1.849384 -1.117070 -1.03 5.65 0.77 -0.6368



No. 5
25
Properties=species:S:1:pos:R:3:forces:R:3:nbo_charge:R:1 method="wB97M-V/def2-TZVPD" gap_ev=9.772 smiles="CC(=O)[C@@H](C)[C@](C)(N)CO" lumo_ev=0.77 charge=0 total_energy_ha=-480.93518 largest_force_ev_per_a=2.32
C 1.675506 -0.585273 0.290109 -0.17 1.24 -1.61 -0.0987
C -1.178135 -1.481059 1.929586 0.78 -0.01 0.26 -0.7313
C -0.724662 -0.185386 1.298547 -0.83 1.43 0.75 0.6657
O 2.179048 0.309334 1.260183 -0.54 0.17 0.05 -0.7376
O -0.379583 0.788347 1.984270 -0.54 -1.63 -1.06 -0.6077
H 1.416729 0.733199 1.716121 0.70 -0.40 -0.31 0.4914
H 1.394106 -1.543690 0.738355 -0.62 0.00 -0.02 0.1562
H 2.522874 -0.833875 -0.358029 0.00 0.11 0.06 0.1776
H -2.269460 -1.497280 1.977980 0.03 0.02 -0.05 0.2475
H -0.831646 -2.336376 1.342625 -0.21 0.10 -0.02 0.2256
H -0.754138 -1.565763 2.932787 -0.24 0.08 -0.03 0.2402
C 0.978705 1.526153 -1.052239 -0.19 0.07 0.14 -0.6354
C -1.880730 1.003250 -0.583865 -0.07 0.25 0.09 -0.6077
C 0.552805 0.077829 -0.812682 1.59 -0.83 1.47 0.1406
N 0.626277 -0.642493 -2.069784 -0.06 -0.19 -0.23 -0.8425
C -0.868293 -0.084108 -0.221446 0.10 0.01 0.28 -0.3391
H 1.538405 -0.530734 -2.510457 -0.23 0.02 0.16 0.3634
H 0.460332 -1.639746 -1.954181 0.03 0.18 0.04 0.3566
H -1.280577 -1.043293 -0.561978 0.24 0.09 -0.04 0.2089
H 2.027485 1.582232 -1.364489 -0.10 -0.12 0.16 0.2179
H 0.857704 2.116646 -0.139345 0.12 -0.07 -0.17 0.2311
H 0.383555 1.993675 -1.845041 -0.02 -0.22 0.14 0.2180
H -1.643699 1.950963 -0.090357 0.09 -0.15 -0.11 0.2228
H -2.880586 0.715688 -0.242839 0.08 -0.01 -0.09 0.2107
H -1.922023 1.171757 -1.663830 0.04 -0.12 0.13 0.2256



No. 6
70
Properties=species:S:1:pos:R:3:forces:R:3:nbo_charge:R:1 method="wB97M-V/def2-TZVPD" gap_ev=7.666 smiles=CC1(C)OB([C@H](c2ccccc2)c2ccc(C(F)(F)F)cc2)OC1(C)C.Cc1ccc(-c2ccc(Cl)cc2)s1 lumo_ev=0.06 charge=0 total_energy_ha=-2533.28799 largest_force_ev_per_a=2.75
C 2.054126 -2.715159 6.108454 0.61 0.14 0.16 -0.6413
C 0.827414 -2.217337 5.465295 -1.31 0.56 0.03 -0.1805
C -0.395625 -1.947961 6.050645 0.61 -0.11 -0.33 -0.2707
C -1.422207 -1.697322 5.096798 0.27 -0.16 -0.99 -0.2244
C -0.982037 -1.826035 3.783235 0.46 0.94 1.57 -0.2145
B -1.829391 0.900543 2.084602 -0.26 -2.09 1.76 1.3541
C -1.728165 -2.140883 2.594792 -0.98 0.08 -1.38 -0.0926
C -1.061169 -2.509170 1.404909 -0.43 -0.16 0.15 -0.1808
C -1.660458 -3.379898 0.505226 -0.90 0.32 -0.39 -0.2356
C -3.006446 -3.738585 0.698489 0.81 0.10 1.21 -0.0422
Cl -3.740384 -4.920482 -0.309590 -0.15 -0.17 -0.33 0.0164
C -3.735788 -3.214935 1.776223 -0.08 0.33 -0.67 -0.2670
C -3.134938 -2.302597 2.634699 1.13 -0.34 0.26 -0.1372
O -2.449471 1.104567 3.328443 0.87 1.01 -1.03 -0.7815
C -1.615347 2.145342 3.907582 -0.45 -0.17 -0.03 0.2369
C -2.315267 3.467971 3.579909 -0.02 0.19 -0.08 -0.6324
C -1.625188 1.940807 5.404312 0.29 0.06 0.52 -0.6297
C -0.213127 1.947024 3.172068 0.21 0.18 -0.28 0.2480
C 0.266292 3.138970 2.333048 0.12 0.16 -0.15 -0.6303
C 0.888943 1.498827 4.092861 0.23 -0.17 0.30 -0.6308
O -0.454548 0.887353 2.161886 -0.59 1.29 0.20 -0.7866
S 0.749244 -1.980856 3.754652 -0.34 -0.94 0.40 0.4358
H 1.903410 -2.790082 7.182665 0.05 -0.01 0.07 0.2258
H 2.350637 -3.696947 5.726324 -0.10 0.10 0.04 0.2274
H 2.877478 -2.027474 5.919032 0.22 -0.04 0.12 0.2228
H -0.565490 -2.004579 7.126312 0.07 0.00 -0.31 0.2236
H -2.453818 -1.468906 5.348686 0.14 -0.30 0.00 0.2282
H -0.104703 -2.042385 1.171189 0.13 -0.62 0.27 0.2303
H -1.152302 -3.741342 -0.389975 -0.05 0.23 0.27 0.2366
H -4.772133 -3.526644 1.912242 0.19 0.31 -0.14 0.2313
H -3.666761 -1.706339 3.375981 -0.13 -0.70 0.13 0.2221
H -1.847222 4.331059 4.065844 -0.03 -0.19 0.05 0.2142
H -2.322793 3.673197 2.507020 0.04 -0.07 0.08 0.2064
H -3.366032 3.396485 3.892270 0.32 0.01 0.03 0.2332
H -1.015678 2.705568 5.904554 -0.12 -0.18 -0.05 0.2101
H -2.646617 2.014016 5.795561 0.12 0.11 -0.25 0.2245
H -1.256863 0.954869 5.686171 0.08 0.06 -0.08 0.2286
H 0.394424 4.074028 2.899001 -0.14 -0.35 -0.03 0.2169
H 1.242678 2.874143 1.905828 -0.21 0.06 0.12 0.2227
H -0.400522 3.325332 1.478122 0.11 0.02 0.34 0.2113
H 1.170557 2.309529 4.790569 -0.12 -0.40 -0.28 0.2157
H 0.587945 0.606743 4.646790 0.08 0.22 0.09 0.2291
H 1.758401 1.219775 3.492294 -0.01 0.12 0.07 0.2223
F -2.153070 -3.548543 -3.820991 0.37 1.12 -0.50 -0.3324
C -1.869274 -2.209682 -3.987558 -0.01 -0.29 -0.15 0.9699
F -0.590146 -2.101015 -4.448556 -1.00 -0.31 0.11 -0.3278
F -2.702817 -1.740461 -4.964799 0.67 -0.54 0.52 -0.3287
C -2.067491 -1.481059 -2.692916 -0.19 0.01 -0.68 -0.1099
C -0.999349 -0.848136 -2.067365 -0.05 -0.36 0.08 -0.1992
C -1.216215 -0.241098 -0.841978 0.21 0.22 0.03 -0.2500
C -2.497837 -0.177264 -0.277817 0.13 -0.33 -0.90 0.1397
C -2.745871 0.752978 0.862734 -0.36 0.22 -0.52 -0.7847
C -4.183831 1.054981 1.234994 0.08 0.33 -0.29 0.1314
C -4.497636 2.418744 1.172563 -0.50 -0.14 -0.13 -0.2302
C -5.770196 2.881105 1.464269 0.08 -0.19 0.37 -0.2087
C -6.750337 1.965977 1.856281 -0.29 -0.06 -0.29 -0.2290
C -6.471149 0.596081 1.876697 0.54 0.10 0.25 -0.1903
C -5.167990 0.133107 1.604290 -0.52 0.54 0.11 -0.2709
C -3.554720 -0.764319 -0.977561 -0.08 0.13 0.17 -0.2518
C -3.360660 -1.413219 -2.186883 0.04 -0.01 0.33 -0.1832
H -0.019280 -0.839276 -2.555330 -0.38 -0.06 0.37 0.2338
H -0.370580 0.234392 -0.342612 -0.28 0.00 -0.02 0.2282
H -2.408281 1.692268 0.393240 -0.05 0.25 0.01 0.2656
H -3.731797 3.137497 0.870561 -0.24 -0.26 0.03 0.1998
H -5.956824 3.954181 1.415414 -0.18 -0.31 0.05 0.2148
H -7.752232 2.324695 2.102178 0.28 -0.16 -0.09 0.2142
H -7.248761 -0.125358 2.150584 0.29 0.34 -0.09 0.2134
H -4.954856 -0.931435 1.699774 -0.02 0.41 -0.24 0.2280
H -4.560347 -0.666035 -0.586122 0.11 -0.05 -0.12 0.2287
H -4.233666 -1.815813 -2.716128 0.60 0.01 0.15 0.2333